w.
{"formula": "C4H4NO", "method": "ωB97M-V with the def2-TZVPD basis set", "symbols": ["O", "N", "C", "C", "C", "C", "H", "H", "H", "H"], "xyz": [[-1.74, -0.48, -0.60], [1.37, -0.66, -0.27], [2.37, -0.02, -0.81], [2.29, -0.01, 0.55], [-1.17, 0.08, 0.33], [-2.61, 0.16, 0.38], [-3.19, 0.90, -0.04], [-3.12, -0.66, 0.75], [2.89, 0.48, -1.68], [2.90, 0.21, 1.38]], "homo_energy_ev": -13.34, "total_charge": 1}

x.
{"formula": "C4H4NO", "method": "ωB97M-V with the def2-TZVPD basis set", "symbols": ["O", "N", "C", "C", "C", "C", "H", "H", "H", "H"], "xyz": [[-0.37, 1.72, -1.42], [1.42, 0.95, -1.72], [1.36, 0.25, -0.79], [-0.14, -1.11, 0.88], [0.25, -0.02, 0.04], [-0.69, 1.05, -0.45], [-1.21, -1.10, 1.25], [0.59, -0.98, 1.65], [-1.52, 1.24, 0.25], [0.31, -2.00, 0.31]], "homo_energy_ev": -16.29, "total_charge": 1}

y.
{"formula": "C4H4NO", "method": "ωB97M-V with the def2-TZVPD basis set", "symbols": ["O", "N", "C", "C", "C", "C", "H", "H", "H", "H"], "xyz": [[-3.31, -0.17, 0.65], [-3.77, 0.16, -0.44], [-1.87, 0.30, -1.24], [-1.94, -0.15, 0.83], [0.40, 0.55, 0.13], [-1.06, 0.41, -0.19], [0.67, 0.52, 1.27], [0.97, -0.33, -0.27], [0.72, 1.56, -0.36], [-1.42, -0.71, 1.68]], "homo_energy_ev": [-15.88, -15.93], "total_charge": 1}

Result of the stability comparison: x is the most stable of them.

w.
{"formula": "C43H36N4O3PRbS4", "method": "ωB97M-V with the def2-TZVPD basis set", "symbols": ["Rb", "S", "S", "S", "S", "P", "O", "O", "O", "N", "N", "N", "N", "C", "C", "C", "C", "C", "C", "C", "C", "C", "C", "C", "C", "C", "C", "C", "C", "C", "C", "C", "C", "C", "C", "C", "C", "C", "C", "C", "C", "C", "C", "C", "C", "C", "C", "C", "C", "C", "C", "C", "C", "C", "C", "C", "H", "H", "H", "H", "H", "H", "H", "H", "H", "H", "H", "H", "H", "H", "H", "H", "H", "H", "H", "H", "H", "H", "H", "H", "H", "H", "H", "H", "H", "H", "H", "H", "H", "H", "H", "H"], "xyz": [[0.58, 0.52, 0.47], [-0.71, 2.33, -2.59], [3.55, 1.92, -0.47], [0.62, -1.25, 5.76], [1.15, 5.89, -0.19], [1.44, -3.32, 0.84], [4.84, -1.47, 0.92], [0.85, 3.07, -0.42], [2.73, -0.90, 1.45], [-2.99, -1.73, -0.25], [-2.35, 1.12, 0.33], [-1.97, -0.81, 5.22], [-0.60, -1.42, 3.42], [0.80, -7.84, -0.03], [-2.42, 2.64, 2.20], [0.61, 4.04, -3.96], [3.29, 2.19, -2.99], [3.23, -3.20, 1.21], [-4.95, -2.45, -1.15], [2.00, -6.07, 1.09], [0.04, -6.88, -0.69], [-0.10, -1.51, -2.48], [-1.22, 2.63, -4.21], [0.26, -5.53, -0.46], [1.99, 4.95, -1.35], [-3.80, 2.81, 4.18], [4.39, 1.30, -2.79], [2.74, 2.61, -1.81], [3.66, -1.71, 1.19], [1.25, -5.10, 0.43], [2.10, 7.27, -0.55], [0.59, 3.45, -2.74], [1.51, 3.51, -1.52], [-3.81, -0.66, -0.45], [0.06, -2.19, -1.28], [3.02, 7.02, -1.52], [2.43, -2.27, -1.62], [2.96, 5.67, -1.98], [-3.66, 2.83, 2.80], [2.28, -1.59, -2.82], [-3.47, 0.70, -0.13], [1.32, -2.57, -0.83], [1.02, -1.20, -3.25], [-1.62, -1.35, 2.54], [-3.68, -2.80, -0.67], [-2.85, -0.98, 2.99], [-2.70, 2.59, 4.99], [-2.95, -0.72, 4.36], [-2.29, 2.53, 0.70], [-1.45, 2.42, 4.41], [4.63, 1.06, -1.47], [-0.73, -1.16, 4.78], [-5.04, -1.07, -1.00], [-1.31, 2.45, 3.03], [-0.44, 3.57, -4.81], [1.78, -7.42, 0.87], [-3.67, -0.89, 2.29], [-5.87, -0.42, -1.26], [-0.32, 2.36, 2.60], [1.95, 8.20, -0.01], [0.32, -1.71, 3.10], [-4.53, 2.98, 2.17], [2.89, 2.47, -3.95], [0.64, -8.89, -0.21], [-1.44, -1.59, 1.50], [3.16, -1.32, -3.39], [-3.91, -0.42, 4.77], [0.91, -0.62, -4.16], [3.43, -2.53, -1.29], [5.33, 0.38, -1.01], [-3.25, -3.79, -0.62], [-0.61, 3.92, -5.82], [-5.70, -3.12, -1.55], [-1.09, -1.20, -2.78], [-1.34, 2.95, 0.36], [-4.78, 2.95, 4.62], [2.39, -8.16, 1.39], [-3.10, 3.10, 0.22], [3.86, -3.80, 0.55], [-2.81, 2.54, 6.07], [-0.83, -2.35, -0.67], [3.73, 7.75, -1.88], [3.61, 5.24, -2.72], [-2.08, 2.13, -4.61], [1.33, 4.79, -4.23], [-4.29, 1.41, -0.30], [4.94, 0.83, -3.59], [-0.58, 2.23, 5.03], [-0.72, -7.18, -1.39], [2.77, -5.77, 1.79], [-0.34, -4.80, -0.98], [3.38, -3.56, 2.24]], "homo_energy_ev": -2.63, "total_charge": -2}

x.
{"formula": "C43H36N4O3PRbS4", "method": "ωB97M-V with the def2-TZVPD basis set", "symbols": ["Rb", "S", "S", "S", "S", "P", "O", "O", "O", "N", "N", "N", "N", "C", "C", "C", "C", "C", "C", "C", "C", "C", "C", "C", "C", "C", "C", "C", "C", "C", "C", "C", "C", "C", "C", "C", "C", "C", "C", "C", "C", "C", "C", "C", "C", "C", "C", "C", "C", "C", "C", "C", "C", "C", "C", "C", "H", "H", "H", "H", "H", "H", "H", "H", "H", "H", "H", "H", "H", "H", "H", "H", "H", "H", "H", "H", "H", "H", "H", "H", "H", "H", "H", "H", "H", "H", "H", "H", "H", "H", "H", "H"], "xyz": [[0.30, 1.93, 0.57], [3.52, 4.89, -2.80], [-0.94, -3.48, -0.40], [0.16, -0.38, 3.81], [-4.31, 0.72, 1.50], [-0.29, 0.63, -2.75], [-2.73, 3.67, -2.35], [-0.80, 2.85, -1.51], [-1.54, 0.38, 1.40], [0.89, 5.07, -2.78], [1.85, 4.85, -4.90], [2.03, 3.27, 2.63], [3.35, 1.01, 1.14], [-2.45, -2.63, 0.27], [-2.46, -0.79, -1.47], [-0.30, -0.57, -4.18], [2.04, 4.93, -3.54], [-0.34, 5.23, -3.27], [3.91, -1.42, 0.99], [1.84, 4.20, 3.58], [-1.56, -2.05, 1.42], [3.18, 2.63, 2.97], [3.73, 3.15, 4.15], [0.23, -0.09, -5.38], [4.21, 0.00, 0.56], [-0.06, -0.19, 5.49], [4.60, -2.49, 0.42], [-1.80, 2.86, -2.29], [-0.13, -2.21, -6.47], [-0.17, -0.87, -0.52], [4.33, -3.79, 0.80], [-2.22, -0.48, 4.69], [3.36, -4.06, 1.76], [-0.31, -1.96, 0.51], [2.68, -3.00, 2.34], [2.95, -1.69, 1.96], [2.86, 4.17, 4.56], [-1.68, 1.71, -3.32], [-5.87, 0.08, 1.81], [-0.52, 5.24, -4.62], [-5.81, -1.17, 2.34], [-1.53, -0.58, 3.53], [-1.04, -0.43, -1.44], [-0.81, -4.79, 0.64], [-2.01, -0.68, 2.07], [-1.00, -4.43, 2.03], [-0.64, -2.71, -5.28], [0.31, -0.89, -6.51], [-3.55, -0.69, 2.08], [-4.46, -1.62, 2.50], [-1.36, -3.20, 2.42], [-1.38, -0.26, 5.83], [0.64, 5.00, -5.38], [-0.73, -1.90, -4.15], [3.80, 1.58, 2.20], [-3.08, -1.70, -0.72], [-6.67, -1.77, 2.61], [-6.76, 0.65, 1.58], [-3.30, -0.56, 4.74], [-1.14, -2.31, -3.24], [-4.15, -1.81, -0.84], [-1.50, 5.35, -5.06], [-3.16, -3.39, 0.60], [-0.98, -3.74, -5.23], [4.78, 1.27, 2.60], [-1.74, -0.14, 6.84], [0.98, 4.97, -1.78], [5.34, -2.29, -0.35], [0.84, -0.46, -0.58], [3.14, -5.08, 2.05], [4.64, 2.82, 4.64], [-4.18, -2.58, 2.91], [1.90, -3.19, 3.08], [2.94, 4.80, 5.43], [2.42, -0.87, 2.41], [-2.63, 1.21, -3.49], [0.61, 0.93, -5.42], [-0.85, -5.20, 2.77], [4.09, 0.04, -0.53], [4.87, -4.61, 0.33], [0.63, -2.16, 1.01], [0.79, -0.02, 6.14], [0.55, 4.90, -6.46], [-1.15, 5.29, -2.56], [0.99, 4.86, 3.55], [-1.37, 2.16, -4.28], [0.74, -0.49, -7.43], [-3.09, -0.22, -2.15], [-1.52, -2.98, 3.47], [-0.06, -2.84, -7.35], [5.27, 0.20, 0.76], [-0.16, -5.58, 0.31]], "homo_energy_ev": -2.22, "total_charge": -2}

Result of the stability comparison: w is the most stable of them.

w.
{"formula": "C9H16N3O2", "method": "ωB97M-V with the def2-TZVPD basis set", "symbols": ["O", "O", "N", "N", "N", "C", "C", "C", "C", "C", "C", "C", "C", "C", "H", "H", "H", "H", "H", "H", "H", "H", "H", "H", "H", "H", "H", "H", "H", "H"], "xyz": [[0.14, -1.97, 0.30], [-1.23, -0.41, 1.28], [2.76, 2.06, 0.85], [-2.53, 0.02, -0.60], [2.05, -1.42, -0.62], [1.70, 1.32, 0.65], [1.48, -0.06, 1.25], [3.23, -0.73, -1.08], [-0.61, 1.37, -0.58], [1.19, -1.12, 0.31], [-3.69, 0.39, 0.36], [0.65, 1.84, -0.26], [-0.80, -1.76, 1.31], [-1.18, 0.18, -0.01], [4.05, -1.47, -0.95], [3.14, -0.36, -2.14], [-3.58, 1.51, 0.21], [-4.63, -0.11, 0.04], [0.65, 0.12, 2.02], [1.74, -2.15, -1.21], [-1.81, -2.40, 1.30], [3.50, 1.52, 1.35], [-0.38, -1.89, 2.27], [-2.46, 0.60, -1.48], [-3.27, 0.03, 1.39], [1.00, 2.70, -0.83], [-2.73, -0.90, -0.98], [-0.94, 1.79, -1.52], [3.25, 0.29, -0.50], [2.38, -0.21, 1.89]], "homo_energy_ev": -9.96, "total_charge": 1}

x.
{"formula": "C9H16N3O2", "method": "ωB97M-V with the def2-TZVPD basis set", "symbols": ["O", "O", "N", "N", "N", "C", "C", "C", "C", "C", "C", "C", "C", "C", "H", "H", "H", "H", "H", "H", "H", "H", "H", "H", "H", "H", "H", "H", "H", "H"], "xyz": [[-0.33, 1.68, 1.28], [0.51, -1.31, -0.62], [-1.21, -2.20, 0.49], [-0.21, 0.23, -1.06], [0.42, 1.39, -0.73], [0.36, -4.79, 0.29], [1.43, 4.13, -0.89], [-1.58, -0.84, 0.81], [-1.50, 0.05, -0.56], [0.84, 3.60, 0.33], [0.33, 2.20, 0.43], [-0.13, -2.34, -0.28], [0.31, -3.66, -0.76], [0.78, 4.34, 1.45], [-0.66, -5.24, 0.52], [0.89, -5.65, -0.16], [0.34, 3.93, 2.42], [0.80, -4.44, 1.31], [1.41, -3.45, -1.17], [-0.91, -0.34, 1.49], [-2.52, -0.87, 1.19], [1.09, 1.60, -1.40], [-1.79, -3.00, 0.74], [-2.05, 0.95, -0.48], [0.83, 5.45, 1.46], [2.42, 3.76, -0.98], [-1.99, -0.60, -1.24], [0.72, 3.99, -1.70], [-0.31, -3.77, -1.61], [1.69, 5.20, -0.57]], "homo_energy_ev": -13.38, "total_charge": 1}

Result of the stability comparison: x is the most stable of them.